Below is the ion C3H11N4 with charge +1, with properties calculated with ωB97M-V/def2-TZVPD.

CARTESIAN COORDINATES (ANGSTROEM)
N -1.63033 -1.11831 0.01218
C -1.72972 0.22423 -0.36361
C -0.87972 1.09067 0.34977
N 0.48831 1.12633 -0.15061
C 1.54643 -0.25855 0.03297
N 2.83695 0.20003 0.02596
N 0.99035 -1.40433 0.01911
H -1.98437 -1.13638 0.93263
H -2.26485 -1.79153 -0.45407
H -2.74344 0.61600 -0.37202
H -1.41699 0.32779 -1.43695
H -0.89736 1.00291 1.49775
H -1.22098 2.17611 0.26777
H 0.96072 1.91128 0.33636
H 2.89250 1.21337 -0.22082
H 3.58439 -0.34301 -0.47578
H -0.09826 -1.54574 -0.08741
H 1.56636 -2.29084 0.08678

Forces on atoms 1 to 6 (eV/Å):
-0.4 -3.1 0.0
-2.1 0.6 -4.6
1.9 3.6 3.9
3.4 -2.8 0.6
-1.9 5.7 -0.7
-0.5 -0.5 -1.3

E, Ha: -339.64713
Energy above the lowest of the compared OMol25 structures with the same formula, charge and spin, kJ/mol: 190.45
Maximum force, eV/Å: 6.0
Kohn-Sham gap, eV: 10.892
Total charge: +1

Below is a cluster of 2 separate species, C3H11N4 in total, with properties calculated with ωB97M-V/def2-TZVPD.

CARTESIAN COORDINATES (ANGSTROEM)
N 0.03124 -1.52468 0.79964
C 0.75874 -1.62536 -0.31366
N 1.64901 -2.62221 -0.41205
N 0.55369 -0.79190 -1.31736
H 0.39942 -1.88144 1.66666
H -0.59967 -0.73845 0.86375
H 1.50413 -3.46712 0.11600
H 2.18305 -2.71646 -1.26007
H -0.09523 -0.00489 -1.17786
H 0.94237 -1.01267 -2.21744
C -0.62488 2.58036 1.37277
C -0.41118 1.97356 0.22382
N -1.40851 1.19780 -0.49188
H -1.56978 2.46948 1.88652
H 0.12979 3.24033 1.78466
H 0.51148 2.04522 -0.34146
H -1.72201 1.75971 -1.28056
H -2.23166 1.11872 0.09855

Forces on atoms 1 to 6 (eV/Å):
0.0 0.4 0.1
-0.2 -0.4 -0.2
0.0 0.1 -0.2
0.2 0.0 0.3
0.0 -0.1 0.0
0.0 -0.1 0.1

E, Ha: -339.71967
Energy above the lowest of the compared OMol25 structures with the same formula, charge and spin, kJ/mol: 0.00
Maximum force, eV/Å: 0.9
Kohn-Sham gap, eV: 10.169
Total charge: +1

Below is a cluster of 2 separate species, C3H11N4 in total, with properties calculated with ωB97M-V/def2-TZVPD.

CARTESIAN COORDINATES (ANGSTROEM)
C -0.40430 -3.30892 0.77195
N 1.23152 -0.16153 0.07868
C 0.32763 -1.03129 0.32444
N 0.48749 -2.33479 0.18381
H -0.97252 -3.84005 0.01273
H -1.14537 -2.75334 1.46258
H 0.15519 -4.03574 1.36185
H 2.18311 -0.44113 0.08178
H 0.94380 0.88711 0.29654
H -0.56710 -0.66926 0.72333
H 1.32494 -2.74404 -0.21949
N -1.08611 3.39718 -1.22339
C -0.23801 2.42353 -0.81793
N 0.25579 2.28079 0.33340
H -1.22700 4.21820 -0.65649
H -1.06074 3.61982 -2.18617
H 0.12229 1.77241 -1.61119
H -0.33060 2.72103 1.08358

Forces on atoms 1 to 6 (eV/Å):
-1.8 0.6 1.2
0.1 1.8 0.3
1.2 -1.9 -0.2
0.0 -0.1 0.1
0.0 0.0 -0.1
1.2 -1.1 -1.1

E, Ha: -339.70143
Energy above the lowest of the compared OMol25 structures with the same formula, charge and spin, kJ/mol: 47.89
Maximum force, eV/Å: 2.8
Kohn-Sham gap, eV: 10.794
Total charge: +1

Below is a cluster of 2 separate species, C3H11N4O2 in total, with properties calculated with ωB97M-V/def2-TZVPD.

CARTESIAN COORDINATES (ANGSTROEM)
C -0.15954 2.30389 -0.16615
C -1.53990 0.51409 -0.65923
C -2.12912 -0.67096 0.15556
N -0.49525 1.14471 0.09607
N 3.07100 -0.12207 0.68768
N 2.08079 -0.83219 0.65159
N -0.89900 -1.50601 0.55540
O 3.74649 0.39819 -0.24454
O 1.48645 -1.05895 -0.56327
H 0.55711 2.81116 0.44700
H 2.05780 -0.75643 -1.35454
H -0.50513 2.91820 -1.01651
H -1.10411 0.07474 -1.58760
H -2.42653 1.20717 -0.89129
H -2.85311 -1.18884 -0.54152
H -2.80365 -0.34404 1.04727
H 3.59169 0.02924 1.63007
H -0.21324 -1.24397 -0.25583
H -1.02869 -2.54477 0.61455
H -0.43406 -1.13317 1.39529

Forces on atoms 1 to 6 (eV/Å):
0.4 2.1 -1.0
-1.6 -0.1 -0.2
-1.6 0.7 0.2
-0.6 -1.4 0.9
4.5 2.1 0.0
-2.3 -1.4 1.1

E, Ha: -489.98414
Energy above the lowest of the compared OMol25 structures with the same formula, charge and spin, kJ/mol: 453.72
Maximum force, eV/Å: 5.0
Kohn-Sham gap, eV: 10.664
Total charge: +1

Below is an isolated molecule of C3H11N5, with properties calculated with ωB97M-V/def2-TZVPD.

CARTESIAN COORDINATES (ANGSTROEM)
H -0.67628 -3.28997 0.92808
N -0.58899 -2.50723 0.26287
N -0.81361 -1.44483 0.85860
C -0.76026 -0.23990 0.02285
N -1.44654 0.79829 0.76520
N -1.48934 -0.49279 -1.18798
N 0.66677 0.03535 -0.24415
C 0.87719 1.16138 -1.13319
C 1.47643 0.10671 0.95819
H -1.70432 0.44733 1.68004
H -0.87787 1.62985 0.87257
H -1.57020 0.34372 -1.75124
H -1.03612 -1.23841 -1.70526
H 0.60561 0.87519 -2.15283
H 0.30047 2.05956 -0.85020
H 1.93983 1.42768 -1.12486
H 1.34851 -0.80822 1.52124
H 1.23204 0.94923 1.61119
H 2.51668 0.18706 0.66887

Forces on atoms 1 to 6 (eV/Å):
0.0 0.3 0.1
-0.2 1.1 0.0
0.0 -1.9 0.6
0.3 0.5 -0.9
0.1 0.2 0.1
0.0 -0.2 -0.1

E, Ha: -394.62182
Energy above the lowest of the compared OMol25 structures with the same formula, charge and spin, kJ/mol: 167.61
Maximum force, eV/Å: 2.0
Kohn-Sham gap, eV: 9.470

Below is the ion C3H11N5O2 with charge +2, with properties calculated with ωB97M-V/def2-TZVPD.

CARTESIAN COORDINATES (ANGSTROEM)
C -1.40409 -1.22782 0.47204
C 0.44137 0.57060 -0.24162
C 1.73043 -0.13299 0.16247
N -0.85439 -0.12058 -0.29455
N 0.43600 1.69623 -0.86415
N -0.78973 -1.96369 1.36554
N -1.82432 0.57187 -1.04037
N 1.55628 2.32542 -1.09030
O -2.64828 -1.30125 0.28270
O 1.74425 -0.63067 1.51518
H 2.64037 0.56015 0.14316
H 1.92568 -0.95766 -0.52997
H -2.89745 -2.24477 0.40168
H -0.57495 2.09086 -1.18752
H 0.20740 -1.83319 1.46634
H -1.27745 -2.68559 1.89905
H -2.64904 0.69965 -0.49104
H -2.20371 0.10399 -1.82890
H 2.36760 2.14204 -0.55489
H 1.48032 3.32156 -1.16344
H 2.59373 -0.98417 1.57858

Forces on atoms 1 to 6 (eV/Å):
3.3 2.7 0.0
-0.5 -9.0 5.1
0.6 0.8 0.2
0.5 -1.1 0.7
-2.9 7.5 -4.4
0.2 0.4 -1.0

E, Ha: -544.33411
Maximum force, eV/Å: 10.4
Kohn-Sham gap (spin up / spin down), eV: 8.044 / 7.613
2S+1: 3
Total charge: +2